Version P
Here is 2 unconnected molecules or ions with the total composition C2H7NO from the OMol25 dataset. Energies are from the ωB97M-V functional and the def2-TZVPD basis.

Bonds (Å) are listed after each position.
Positions of all 11 atoms, in Å:
1 O -1.09 -1.87 -0.45  C4 1.196
2 N 0.88 0.49 -0.12  C3 1.456, H10 1.010, H11 1.010
3 C 0.60 1.88 -0.46  N2 1.456, H5 1.101, H6 1.087, H9 1.091
4 C -1.50 -2.39 0.55  O1 1.196, H7 1.108, H8 1.102
5 H 1.47 2.44 -0.85  C3 1.101
6 H -0.21 1.95 -1.17  C3 1.087
7 H -2.22 -3.23 0.54  C4 1.108
8 H -1.09 -2.16 1.54  C4 1.102
9 H 0.38 2.46 0.44  C3 1.091
10 H 1.32 0.43 0.78  N2 1.010
11 H 1.45 0.02 -0.81  N2 1.010

## Properties
E_HOMO (eV): -8.7818
SMILES string: C=O.CN

Atomic partial charges in e from the Löwdin method, atoms 1 to 5: number 1, O, carries -0.01; number 2, N, carries -0.07; number 3, C, carries -0.21; number 4, C, carries -0.16; number 5, H, carries 0.06

---

Version Q
Here is C2H7NO in the gas phase from the OMol25 dataset. Energies are from the ωB97M-V functional and the def2-TZVPD basis.

Bonds (Å) are listed after each position.
Positions of all 11 atoms, in Å:
1 O -0.52 0.10 0.80  N2 1.507, C4 1.413
2 N -2.00 -0.04 0.56  O1 1.507, H8 1.021, H9 1.021
3 C 1.59 0.06 -0.27  C4 1.565, H5 1.093, H6 1.094, H11 1.094
4 C 0.05 -0.07 -0.48  O1 1.413, C3 1.565, H7 1.096, H10 1.096
5 H 1.89 0.09 0.78  C3 1.093
6 H 2.08 -0.79 -0.75  C3 1.094
7 H -0.17 -1.07 -0.88  C4 1.096
8 H -2.24 -0.79 1.22  N2 1.021
9 H -2.36 0.82 0.97  N2 1.021
10 H -0.29 0.71 -1.17  C4 1.096
11 H 1.96 0.97 -0.77  C3 1.094

## Properties
E_HOMO (eV): -10.1141
SMILES string: CCON

Atomic partial charges in e from the Löwdin method, atoms 1 to 5: number 1, O, carries -0.22; number 2, N, carries 0.04; number 3, C, carries -0.07; number 4, C, carries -0.30; number 5, H, carries 0.07

---

Version R
Here is 2 unconnected molecules or ions with the total composition C2H7NO from the OMol25 dataset. Energies are from the ωB97M-V functional and the def2-TZVPD basis.

Bonds (Å) are listed after each position.
Positions of all 11 atoms, in Å:
1 O 0.66 -1.84 -0.95  C3 1.406, H7 0.967
2 N -0.87 -0.05 -0.66  C3 1.395, H8 1.026
3 C 0.45 -0.50 -0.56  O1 1.406, N2 1.395, H9 1.096, H11 1.175
4 C -0.20 1.17 1.10  H5 1.082, H6 1.078, H10 1.085
5 H -0.93 0.67 1.72  C4 1.082
6 H -0.54 2.01 0.53  C4 1.078
7 H -0.08 -2.35 -0.59  O1 0.967
8 H -1.20 -0.25 -1.61  N2 1.026
9 H 1.24 0.07 -1.07  C3 1.096
10 H 0.78 1.34 1.55  C4 1.085
11 H 0.69 -0.27 0.56  C3 1.175

## Properties
E_HOMO (spin up / spin down) (eV): -9.3230 / -8.2427

Atomic partial charges in e from the Löwdin method, atoms 1 to 5: number 1, O, carries -0.03; number 2, N, carries 0.03; number 3, C, carries -0.49; number 4, C, carries 0.06; number 5, H, carries 0.04

---

Version S
Here is C2H7NO in the gas phase from the OMol25 dataset. Energies are from the ωB97M-V functional and the def2-TZVPD basis.

Bonds (Å) are listed after each position.
Positions of all 11 atoms, in Å:
1 O 0.45 2.06 0.02  C3 1.424, H6 0.962
2 N 0.27 -0.23 -0.53  C3 1.452, C4 1.468, H11 1.011
3 C 0.66 0.73 0.49  O1 1.424, N2 1.452, H7 1.089, H9 1.089
4 C -0.88 -1.07 -0.18  N2 1.468, H5 1.091, H8 1.086, H10 1.093
5 H -1.67 -0.42 0.20  C4 1.091
6 H 0.16 1.96 -0.89  O1 0.962
7 H 1.72 0.60 0.72  C3 1.089
8 H -1.23 -1.60 -1.06  C4 1.086
9 H 0.08 0.59 1.40  C3 1.089
10 H -0.66 -1.83 0.58  C4 1.093
11 H 1.09 -0.78 -0.74  N2 1.011

## Properties
E_HOMO (eV): -9.5440
SMILES string: CNCO

Atomic partial charges in e from the Löwdin method, atoms 1 to 5: number 1, O, carries -0.07; number 2, N, carries -0.11; number 3, C, carries -0.31; number 4, C, carries -0.12; number 5, H, carries 0.08

---

Which one is the least stable? From the structures above, version R.